{
  "formula": "C4H2Cl2N2O4S",
  "method": "wB97M-V/def2-TZVPD",
  "species": ["C", "C", "C", "C", "N", "N", "O", "O", "O", "O", "S", "Cl", "Cl", "H", "H"],
  "coordinates": [[-0.94972, -0.80863, -0.20695], [-0.20770, -1.73921, 0.32904], [-0.88273, 0.65116, 0.05395], [1.77687, 1.13047, -0.36464], [-2.20201, -1.34544, -0.96390], [1.89468, 0.98100, 1.00906], [-2.19360, -2.54649, -1.10682], [-3.07402, -0.49589, -1.26377], [2.66700, 0.07409, 1.35188], [1.02531, 1.52039, 1.72805], [0.24843, 1.61357, -1.01513], [1.17861, -2.02702, 1.06991], [3.10216, 0.96731, -1.45759], [-1.90167, 1.19070, -0.18444], [-0.48160, 0.83399, 1.02136]],
  "nbo_charge": [-0.125, 0.057, -0.595, -0.104, 0.535, 0.387, -0.327, -0.386, -0.371, -0.432, 0.420, 0.244, 0.124, 0.295, 0.277],
  "spin_multiplicity": 1,
  "orbital_gap_ev": [6.94, 7.85],
  "homo_energy_ev": [-9.510, -9.257],
  "energy_ev": -51219.752,
  "lumo_ha": [-0.094, -0.052],
  "e_above_lowest_kcal_mol": 102.2,
  "largest_force_ev_per_a": 2.95
}

=====

{
  "formula": "C19H10IrN4O2S2",
  "method": "wB97M-V/def2-TZVPD",
  "species": ["Ir", "C", "C", "C", "C", "C", "C", "C", "C", "C", "C", "C", "C", "C", "C", "C", "N", "H", "H", "H", "H", "H", "H", "H", "H", "H", "H", "S", "C", "C", "N", "C", "S", "C", "N", "O", "N", "O"],
  "coordinates": [[0.15027, -0.18470, 0.68629], [4.43838, -0.62929, 0.23197], [4.83492, 0.69601, 0.06157], [3.88180, 1.69666, 0.03961], [2.53656, 1.35873, 0.19530], [2.12270, 0.03451, 0.38861], [3.10236, -0.95781, 0.39525], [1.42787, 2.29711, 0.09424], [1.61064, 3.69650, -0.00693], [0.53888, 4.51820, -0.10723], [-0.75820, 3.95774, -0.18489], [-1.90060, 4.76253, -0.37763], [-3.13453, 4.19579, -0.53379], [-3.25742, 2.79627, -0.52080], [-2.16896, 1.99131, -0.31638], [-0.89564, 2.55424, -0.10676], [0.20662, 1.74636, 0.10872], [5.18760, -1.41258, 0.23905], [5.88282, 0.93810, -0.06188], [4.19269, 2.72327, -0.11226], [2.80944, -1.99035, 0.54279], [2.61635, 4.08764, 0.02250], [0.65532, 5.59398, -0.16138], [-1.76930, 5.83755, -0.41431], [-4.00861, 4.81544, -0.68571], [-4.22503, 2.33735, -0.67693], [-2.26803, 0.91943, -0.30843], [-2.08948, -0.88723, 1.28695], [-2.58839, -1.64754, -0.19231], [-3.93421, -2.13074, -0.23627], [-5.02503, -2.49958, -0.25329], [-1.78607, -1.77960, -1.28524], [-0.11650, -1.26727, -1.32442], [-2.27428, -2.39874, -2.47559], [-2.66044, -2.90579, -3.43492], [0.74127, -1.72778, 2.48372], [0.78409, -0.77338, 3.25733], [0.50042, 0.33615, 2.69754]],
  "nbo_charge": [0.784, -0.189, -0.256, -0.195, -0.094, -0.140, -0.254, 0.237, -0.242, -0.121, -0.131, -0.179, -0.219, -0.181, -0.217, 0.245, -0.382, 0.203, 0.202, 0.194, 0.224, 0.219, 0.211, 0.204, 0.210, 0.220, 0.259, -0.177, -0.307, 0.282, -0.349, -0.323, -0.066, 0.281, -0.348, -0.442, 0.339, -0.500],
  "spin_multiplicity": 1,
  "orbital_gap_ev": 6.09,
  "homo_energy_ev": -4.351,
  "energy_ev": -54431.604,
  "lumo_ha": 0.064,
  "e_above_lowest_kcal_mol": 5.9,
  "charge": -1,
  "largest_force_ev_per_a": 0.89
}

=====

{
  "formula": "C25H27N4O2P",
  "method": "wB97M-V/def2-TZVPD",
  "species": ["C", "C", "N", "C", "C", "C", "O", "N", "P", "O", "N", "C", "C", "C", "C", "C", "C", "C", "N", "C", "C", "C", "C", "C", "C", "C", "C", "C", "C", "C", "C", "C", "H", "H", "H", "H", "H", "H", "H", "H", "H", "H", "H", "H", "H", "H", "H", "H", "H", "H", "H", "H", "H", "H", "H", "H", "H", "H", "H"],
  "coordinates": [[6.09733, -3.65732, 2.15766], [4.77566, -3.68701, 2.92342], [3.65745, -3.44834, 2.04891], [3.08416, -2.24774, 1.82000], [2.06989, -2.35615, 0.89402], [1.25462, -1.22425, 0.48332], [1.59185, -0.06002, 0.63930], [0.05112, -1.50620, -0.10034], [-1.03343, -0.31318, -0.61985], [-2.22896, -0.93665, -1.17081], [-1.24276, 0.62829, 0.75540], [-2.31437, 1.49962, 0.98711], [-2.08323, 2.74747, 1.55418], [-3.13803, 3.60355, 1.81179], [-4.44212, 3.24245, 1.50609], [-5.59259, 4.16402, 1.78181], [-4.66291, 1.98956, 0.94431], [-3.61980, 1.12111, 0.69276], [-0.06790, 0.53485, -1.71223], [-0.46430, 1.76175, -2.24914], [0.48156, 2.62551, -2.79064], [0.08899, 3.83220, -3.33988], [-1.24564, 4.21161, -3.35609], [-1.67878, 5.52173, -3.94324], [-2.18323, 3.34197, -2.80934], [-1.80457, 2.13214, -2.26412], [2.03690, -3.73520, 0.49460], [1.30715, -4.47835, -0.43432], [1.57412, -5.82357, -0.56496], [2.55752, -6.45066, 0.20165], [3.31403, -5.73928, 1.10728], [3.05221, -4.38146, 1.24324], [6.92541, -3.84358, 2.83585], [6.10234, -4.41749, 1.38036], [6.23943, -2.68599, 1.69006], [4.77550, -2.91502, 3.69721], [4.64202, -4.65939, 3.40571], [3.39921, -1.36462, 2.34236], [-0.29381, -2.45273, -0.13396], [-0.35165, 0.97753, 1.09362], [-1.07131, 3.04823, 1.78872], [-2.93867, 4.57043, 2.25198], [-5.24004, 5.14337, 2.09572], [-6.20933, 4.28280, 0.89232], [-6.22360, 3.75577, 2.57138], [-5.67229, 1.68731, 0.70421], [-3.80193, 0.15102, 0.26093], [0.92343, 0.48205, -1.51588], [1.52682, 2.34949, -2.77683], [0.83786, 4.49063, -3.75716], [-0.82426, 6.08669, -4.30723], [-2.36482, 5.35718, -4.77348], [-2.19918, 6.11991, -3.19614], [-3.22757, 3.61877, -2.80644], [-2.54194, 1.46319, -1.84840], [0.56010, -4.01820, -1.06364], [1.01442, -6.40847, -1.27915], [2.73489, -7.50747, 0.07171], [4.08700, -6.22386, 1.68426]],
  "nbo_charge": [-0.614, -0.203, -0.335, 0.084, -0.274, 0.695, -0.661, -0.964, 2.375, -1.084, -0.971, 0.133, -0.237, -0.197, -0.047, -0.622, -0.209, -0.199, -0.974, 0.231, -0.275, -0.184, -0.055, -0.621, -0.174, -0.280, -0.012, -0.211, -0.222, -0.213, -0.232, 0.120, 0.217, 0.215, 0.214, 0.211, 0.208, 0.228, 0.432, 0.429, 0.207, 0.207, 0.211, 0.215, 0.216, 0.207, 0.235, 0.422, 0.206, 0.206, 0.211, 0.216, 0.216, 0.209, 0.232, 0.210, 0.217, 0.216, 0.214],
  "spin_multiplicity": 1,
  "smiles": "CCn1cc(C(=O)NP(=O)(Nc2ccc(C)cc2)Nc2ccc(C)cc2)c2ccccc21",
  "orbital_gap_ev": 8.14,
  "homo_energy_ev": -7.612,
  "energy_ev": -45711.751,
  "lumo_ha": 0.019,
  "e_above_lowest_kcal_mol": 2.3,
  "largest_force_ev_per_a": 1.21
}

=====

{
  "formula": "C5H9NS2",
  "method": "wB97M-V/def2-TZVPD",
  "species": ["N", "C", "C", "C", "S", "C", "C", "S", "H", "H", "H", "H", "H", "H", "H", "H", "H"],
  "coordinates": [[3.18531, -0.34117, -0.17535], [2.09410, 0.51565, 0.38557], [0.72497, -0.11366, 0.26132], [0.40086, -1.25316, -0.30181], [-1.32496, -1.66720, -0.32962], [-1.61288, -0.32472, 0.87956], [-0.48959, 0.66434, 0.73990], [-0.89132, 1.98585, -0.48208], [3.11371, -1.31813, 0.22266], [3.03521, -0.42879, -1.18984], [2.31788, 0.75931, 1.44528], [2.01956, 1.49541, -0.12723], [1.17664, -1.95462, -0.76452], [-2.55114, 0.11589, 0.79416], [-1.46434, -0.72171, 1.91059], [-0.23656, 1.23526, 1.61383], [-0.95243, 1.17657, -1.47744]],
  "nbo_charge": [-0.822, -0.251, -0.056, -0.372, 0.238, -0.520, -0.339, -0.047, 0.354, 0.355, 0.201, 0.221, 0.237, 0.237, 0.219, 0.232, 0.115],
  "spin_multiplicity": 1,
  "smiles": "NCC1=CSC[C@@H]1S",
  "orbital_gap_ev": 9.08,
  "homo_energy_ev": -8.320,
  "energy_ev": -28490.812,
  "lumo_ha": 0.028,
  "e_above_lowest_kcal_mol": 19.0,
  "largest_force_ev_per_a": 2.65
}

=====

{
  "formula": "C11H13AsBrGaIN2O5S4",
  "method": "wB97M-V/def2-TZVPD",
  "species": ["Ga", "S", "As", "S", "S", "S", "N", "C", "C", "O", "O", "H", "H", "H", "H", "H", "Br", "C", "C", "C", "C", "C", "C", "C", "O", "O", "H", "H", "H", "H", "N", "C", "O", "C", "I", "H", "H", "H", "H"],
  "coordinates": [[-1.37636, -0.79409, 0.41043], [-0.45571, -3.61329, 3.02267], [-2.15773, -3.30360, 1.77854], [-2.87800, -1.20253, 2.04290], [-1.35697, -2.89104, -0.32887], [-3.66896, -4.72888, 1.79729], [-1.14359, -1.20056, -4.72437], [-1.16440, -0.85429, -3.30417], [0.24517, -0.72602, -2.77997], [1.18321, -0.69278, -3.71871], [0.51955, -0.62954, -1.60342], [-1.85671, -0.69638, -5.23446], [-1.30342, -2.19025, -4.86612], [0.68632, -0.79529, -4.56620], [-1.70367, -1.56173, -2.67008], [-1.61268, 0.13238, -3.15267], [-2.57924, 3.26745, 1.43941], [-0.70928, 3.11671, 1.17355], [0.13617, 3.71695, 2.09354], [1.50777, 3.61695, 1.92941], [2.02642, 2.92750, 0.84292], [1.17197, 2.34166, -0.07465], [-0.20799, 2.42352, 0.08385], [-1.10165, 1.75916, -0.93562], [-1.18431, 2.21448, -2.05770], [-1.82107, 0.76928, -0.49404], [-0.28053, 4.25097, 2.93581], [2.16705, 4.07021, 2.65635], [3.09613, 2.83194, 0.71524], [1.56522, 1.78775, -0.91403], [1.64622, -2.11041, 0.81910], [1.13718, -1.26545, 1.69258], [0.25316, -0.42134, 1.41592], [1.67389, -1.27875, 3.08760], [3.38692, 0.02235, 3.20669], [1.16932, -2.19005, -0.07294], [2.04846, -2.95633, 1.19269], [2.01416, -2.25943, 3.39382], [0.92801, -0.88722, 3.76770]],
  "nbo_charge": [1.492, -0.781, 0.990, -0.657, -0.748, -0.668, -0.863, -0.387, 0.813, -0.670, -0.632, 0.379, 0.374, 0.509, 0.247, 0.274, 0.068, -0.078, -0.241, -0.207, -0.203, -0.198, -0.096, 0.805, -0.623, -0.863, 0.223, 0.211, 0.212, 0.233, -0.760, 0.729, -0.754, -0.570, 0.058, 0.446, 0.414, 0.251, 0.272],
  "spin_multiplicity": 1,
  "orbital_gap_ev": 6.60,
  "homo_energy_ev": -4.703,
  "energy_ev": -259542.968,
  "lumo_ha": 0.070,
  "e_above_lowest_kcal_mol": 0.0,
  "charge": -1,
  "largest_force_ev_per_a": 0.61
}